{
  "formula": "C49H43BrN8O16",
  "method": "ωB97M-V/def2-TZVPD",
  "homo_lumo_gap_ev": 8.44,
  "total_energy_ev": -166213.186,
  "smiles": "Cc1ccc2c(c1C[C@H](C)Br)C(=O)N(CON=O)C2=O.O=[N+]([O-])c1ccccc1.O=[N+]([O-])c1ccccc1.O=[N+]([O-])c1ccccc1.O=[N+]([O-])c1ccccc1.O=[N+]([O-])c1ccccc1.O=[N+]([O-])c1ccccc1",
  "symbols": ["Br", "O", "O", "O", "O", "O", "O", "O", "O", "O", "O", "O", "O", "O", "O", "O", "O", "N", "N", "N", "N", "N", "N", "N", "N", "C", "C", "C", "C", "C", "C", "C", "C", "C", "C", "C", "C", "C", "C", "C", "C", "C", "C", "C", "C", "C", "C", "C", "C", "C", "C", "C", "C", "C", "C", "C", "C", "C", "C", "C", "C", "C", "C", "C", "C", "C", "C", "C", "C", "C", "C", "C", "C", "C", "H", "H", "H", "H", "H", "H", "H", "H", "H", "H", "H", "H", "H", "H", "H", "H", "H", "H", "H", "H", "H", "H", "H", "H", "H", "H", "H", "H", "H", "H", "H", "H", "H", "H", "H", "H", "H", "H", "H", "H", "H", "H", "H"],
  "positions_angstrom": [[-3.727738, 1.769879, -4.138822], [5.444671, 4.719179, 5.321787], [0.540588, -0.182787, 1.738339], [-0.187376, -1.617495, 3.090845], [-8.214934, 3.178706, 2.675849], [-6.397885, -3.971946, 1.550917], [-5.232748, -1.503441, -8.994451], [-8.111272, 1.025410, 2.634780], [-3.126870, -1.051379, -9.080286], [-2.387805, -0.759745, 0.981024], [5.397505, 2.569408, 5.160854], [9.813221, 3.403698, 1.880967], [-0.437208, 2.347717, -1.716520], [-5.872622, -5.559914, 2.911240], [4.795237, -2.430694, 0.571164], [3.334407, -1.035124, -0.181379], [10.470408, 3.271370, 3.929945], [-0.738683, 0.661627, -0.045153], [4.324844, -1.313637, 0.476717], [-6.367743, -4.475795, 2.659615], [10.430089, 2.865453, 2.783102], [4.856299, 3.653592, 5.290866], [0.512003, -1.497539, 2.152370], [-4.070393, -1.818608, -9.166675], [-7.596556, 2.131260, 2.633329], [-1.461590, -0.100935, -3.668215], [3.395705, 3.673039, 5.420554], [-1.375571, 0.107675, -2.233079], [12.601555, -0.152452, 3.158578], [-2.615649, -2.147230, -1.849399], [-2.655931, -2.354292, -3.298717], [-6.916592, -4.247873, 5.053276], [-2.075762, -1.331030, -4.195061], [-6.964433, -3.723278, 3.768744], [-4.555963, -5.447335, -9.912712], [2.736972, 4.888016, 5.548610], [-0.765356, 1.253394, -1.385189], [-4.010855, 1.091166, 2.484257], [4.990324, -0.226629, 1.199489], [-5.505806, 3.438657, 2.613324], [-5.396665, 1.024960, 2.512332], [11.877337, 0.990061, 3.468520], [12.623717, -0.629063, 1.853499], [-2.198529, -1.636612, -5.723148], [6.264072, 1.831618, 2.529479], [6.139065, -0.495055, 1.932374], [11.186842, 1.171065, 1.159147], [11.915416, 0.029605, 0.855892], [-3.240358, -5.865327, -10.071631], [-4.832380, -4.118790, -9.622529], [-7.557301, -2.493454, 3.518686], [-8.101837, -1.774632, 4.573168], [-2.466442, -3.624775, -9.662203], [-6.133118, 2.200420, 2.581259], [-4.119491, 3.497486, 2.587240], [11.179132, 1.645136, 2.463741], [1.356703, 4.900072, 5.691241], [0.648211, 3.704324, 5.705829], [-0.895008, 0.986946, -4.652140], [-1.749705, -0.372314, 0.043021], [-2.197335, -4.955356, -9.949506], [-1.854855, 3.136301, -5.853130], [6.777069, 0.542214, 2.597699], [5.109351, 2.088502, 1.801607], [-8.049843, -2.286283, 5.863907], [-1.974100, -0.944622, -1.386903], [-3.783482, -3.218941, -9.495199], [0.499139, -0.095834, 0.278717], [4.467445, 1.057965, 1.132262], [-2.147911, 1.674842, -5.370617], [1.315862, 2.493362, 5.569447], [2.695688, 2.473839, 5.423824], [-3.373676, 2.325433, 2.525706], [-7.460893, -3.522305, 6.103523], [-5.883743, 0.058711, 2.482466], [-3.143362, -3.265912, -3.711764], [3.280391, 5.824025, 5.541348], [11.933932, -0.345833, -0.159975], [-1.710109, -0.879040, -6.377128], [-0.252602, 0.423842, -5.379113], [-0.292474, 1.732567, -4.071074], [-1.173182, -5.284765, -10.075571], [0.759998, 1.563625, 5.579592], [-3.026844, -6.905361, -10.290716], [-8.469141, -1.718857, 6.687119], [-1.287136, 3.148442, -6.824167], [3.207111, 1.525751, 5.318056], [-2.290055, 2.373771, 2.510863], [11.868491, 1.355602, 4.487235], [4.711484, 3.095219, 1.753999], [-1.812539, -2.656867, -5.983627], [-8.563885, -0.812427, 4.389137], [13.196500, -1.517451, 1.612581], [-2.848509, 3.614076, -6.077613], [-0.429373, 3.716352, 5.824973], [-7.600441, -2.084235, 2.517239], [-6.459931, -5.209162, 5.249596], [6.767154, 2.640304, 3.045565], [-1.342476, 3.750053, -5.074076], [10.638252, 1.677346, 0.375518], [13.152625, -0.670361, 3.933988], [-2.481437, 1.022715, -6.218486], [-6.077786, 4.356161, 2.661267], [3.569995, 1.269448, 0.566007], [-5.860085, -3.803207, -9.497368], [1.423892, 0.469085, -0.003552], [-3.306254, -1.639842, -5.938866], [-3.050615, -2.847537, -1.108419], [0.489467, -1.151202, -0.092393], [-7.423444, -3.918754, 7.110967], [-3.428341, 0.185529, 2.434237], [7.676917, 0.346457, 3.168492], [6.545391, -1.496456, 1.991442], [0.832058, 5.841997, 5.794865], [-1.647503, -2.923325, -9.568983], [-5.366296, -6.159125, -10.011555], [-3.618701, 4.457763, 2.617897]],
  "forces_ev_per_a": [[0.5, 0.1, -0.5], [-0.1, -0.2, -0.1], [-0.2, 0.9, -0.9], [1.0, 0.1, -0.2], [0.1, -0.2, 0.0], [0.0, -0.1, 0.2], [0.2, -0.1, 0.0], [0.0, 0.2, 0.0], [-0.1, -0.2, 0.0], [1.3, 0.5, 0.2], [-0.1, 0.2, 0.2], [0.1, -0.2, 0.1], [0.4, -0.2, 0.5], [-0.1, 0.2, 0.0], [-0.1, 0.2, -0.1], [0.2, -0.1, 0.1], [0.0, -0.1, -0.2], [0.5, -0.3, 1.0], [0.0, -0.2, 0.0], [0.1, -0.2, -0.3], [-0.2, 0.3, 0.1], [0.3, 0.0, 0.0], [-1.1, -0.9, 0.5], [-0.1, 0.3, 0.1], [-0.2, 0.1, 0.0], [0.2, -0.5, 0.5], [-0.6, 0.0, 0.1], [-1.6, -2.7, -1.5], [-0.1, 0.0, -0.2], [0.8, 1.6, -1.4], [1.0, 2.3, 1.2], [0.1, -0.2, 0.1], [0.0, -0.6, 1.4], [-0.2, 0.3, 0.5], [0.2, 0.1, 0.0], [0.0, 0.2, 0.0], [-1.2, -2.8, -0.9], [-0.2, 0.2, 0.2], [0.2, 0.4, 0.3], [0.0, 0.2, 0.0], [0.0, -0.1, 0.0], [0.1, 0.0, 0.2], [0.0, 0.0, 0.0], [-0.6, 0.1, 0.6], [0.1, 0.1, -0.1], [0.2, -0.1, 0.1], [-0.1, 0.0, -0.2], [0.0, 0.0, 0.2], [0.0, 0.0, 0.0], [-0.2, 0.0, 0.0], [0.0, 0.1, -0.2], [0.0, -0.1, 0.1], [0.2, 0.1, 0.0], [0.6, 0.0, 0.0], [0.0, -0.2, 0.0], [0.3, -0.5, -0.1], [0.0, -0.2, 0.0], [0.0, 0.0, 0.0], [-1.3, -0.9, 0.7], [-1.9, -1.6, -2.5], [-0.2, 0.0, 0.0], [-0.8, -0.2, -0.4], [-0.2, 0.1, -0.1], [0.1, -0.1, 0.0], [0.0, 0.0, 0.0], [1.2, 1.9, -0.8], [0.1, -0.6, -0.1], [1.2, 0.8, 1.1], [-0.2, 0.1, -0.1], [1.1, 0.3, -0.3], [0.0, 0.2, 0.0], [0.0, -0.2, 0.0], [0.0, 0.1, 0.0], [0.0, 0.1, -0.1], [-0.1, 0.1, 0.0], [0.5, 0.9, 0.3], [0.1, -0.2, 0.0], [0.0, 0.1, 0.1], [-0.4, -0.7, 0.5], [-0.5, 0.9, 0.4], [-0.6, -0.7, -0.7], [-0.1, 0.1, 0.0], [0.1, 0.0, 0.0], [0.0, 0.1, 0.0], [0.0, 0.0, -0.1], [-0.3, -0.1, 1.0], [0.1, 0.2, 0.0], [-0.1, 0.0, 0.0], [-0.1, 0.1, -0.1], [0.0, -0.1, 0.0], [-0.2, 0.9, 0.4], [0.1, -0.1, -0.1], [0.0, 0.1, 0.0], [1.0, -0.3, 0.2], [0.1, 0.0, 0.0], [0.1, -0.2, 0.0], [0.0, 0.1, -0.2], [0.0, -0.1, 0.0], [-0.3, -0.6, -0.6], [0.0, 0.1, 0.2], [-0.1, 0.1, 0.0], [0.1, 0.8, 0.9], [-0.1, -0.2, 0.0], [0.1, -0.2, 0.0], [0.1, 0.2, 0.0], [-1.1, -0.6, -0.2], [1.1, 0.1, 0.0], [0.3, 0.5, -0.7], [0.2, 0.9, -0.1], [0.0, 0.0, -0.1], [-0.1, 0.1, 0.1], [-0.1, 0.0, 0.0], [-0.2, 0.0, -0.1], [0.1, 0.0, 0.0], [-0.2, 0.1, 0.0], [0.0, 0.1, 0.0], [-0.1, 0.0, 0.0]]
}



{
  "formula": "C4H12InO4",
  "method": "ωB97M-V/def2-TZVPD",
  "charge": 3,
  "homo_lumo_gap_ev": 5.39,
  "total_energy_ev": -17669.438,
  "symbols": ["In", "O", "O", "O", "O", "C", "C", "C", "C", "H", "H", "H", "H", "H", "H", "H", "H", "H", "H", "H", "H"],
  "positions_angstrom": [[1.094354, -0.086598, -0.027552], [0.242854, -2.472428, -0.901962], [1.583044, 1.751382, -1.385152], [0.088014, -1.032828, 1.746148], [-0.658886, 1.649632, 0.376258], [0.371294, 2.504642, -1.685912], [-0.166206, -3.094118, 0.355458], [-0.360166, 2.797112, -0.355262], [-0.619266, -2.198308, 1.466988], [2.333254, 2.340692, -1.492382], [0.211044, -0.859748, 2.682378], [-0.337276, 1.997182, -2.340522], [-0.793566, -2.713878, 2.411398], [-0.950886, -3.813918, 0.122508], [0.618704, 3.447792, -2.173112], [0.634774, -3.760608, 0.675348], [0.277034, 3.513702, 0.162968], [-1.590586, -1.953658, 1.037108], [-1.327626, 3.294752, -0.422122], [-0.988796, 1.913712, 1.238248], [0.338884, -3.224508, -1.490832]],
  "forces_ev_per_a": [[-1.9, 0.7, -0.1], [-0.5, 2.5, 2.5], [-1.4, -1.9, 0.2], [2.0, 2.1, -2.1], [1.8, -2.9, -0.4], [-2.2, 0.4, 0.8], [2.0, -2.5, 0.2], [0.5, 2.7, -0.9], [-3.2, -1.6, -1.0], [1.1, 0.1, 0.3], [0.5, 0.1, 0.8], [0.7, -0.7, -0.3], [0.2, -0.5, -0.3], [-0.6, 0.4, 0.1], [0.3, 0.0, 0.1], [0.5, 0.2, 0.0], [0.1, -0.3, 0.7], [-0.5, 1.1, 0.8], [0.0, 0.3, -1.0], [-0.2, -0.2, 0.8], [0.8, -0.1, -1.2]]
}



What is the formula in the second record? C4H12InO4